(1)
The following is a quantum chemistry calculation of H26KrO13 as an isolated structure, from the Open Molecules 2025 dataset.

## Properties
- F_max (eV Å⁻¹) = 0.98
- energy above the lowest of the compared OMol25 structures with the same formula, charge and spin (kJ/mol) = 74.43
- total charge = 0
- spin multiplicity = 1
- energy (eV) = -101969.9906

Last column: Mulliken charge in e.
Geometry (Å):
Kr (-0.364163, 0.375260, -0.003506)  0.025
O (-1.152833, -1.613460, 2.626954)  -0.702
H (-0.603813, -1.803130, 3.387764)  0.298
H (-1.856953, -1.063370, 2.970264)  0.303
O (2.800807, 2.713820, -0.263776)  -0.689
H (3.292667, 2.360520, -1.005046)  0.319
H (2.519217, 1.941880, 0.227194)  0.348
O (0.455857, 0.723770, 3.107614)  -0.652
H (-0.087443, -0.008770, 2.817014)  0.367
H (0.204007, 0.861930, 4.020694)  0.259
O (-3.424563, -0.028900, -0.881036)  -0.593
H (-2.771113, -0.005490, -1.580096)  0.283
H (-3.449923, -0.945640, -0.606826)  0.312
O (-1.421243, -3.841140, 0.555524)  -0.667
H (-0.658323, -3.906630, -0.018836)  0.485
H (-1.180923, -3.174130, 1.198634)  0.264
O (0.742747, -3.886820, -1.008666)  -0.682
H (0.781777, -4.201360, -1.911866)  0.330
H (1.290867, -3.102110, -1.003906)  0.348
O (-3.556523, 1.919210, 1.445744)  -0.612
H (-3.079563, 1.330440, 2.030624)  0.265
H (-3.402353, 1.564460, 0.570174)  0.333
O (2.603827, 0.269780, 1.308354)  -0.554
H (3.513727, 0.065970, 1.524654)  0.311
H (2.160087, 0.314630, 2.155304)  0.221
O (0.391747, 3.468070, 2.101944)  -0.592
H (-0.525603, 3.739520, 2.133884)  0.312
H (0.381097, 2.552850, 2.382104)  0.329
O (1.124967, 3.818879, -2.436146)  -0.622
H (0.220027, 3.575819, -2.240596)  0.279
H (1.641637, 3.388319, -1.755046)  0.397
O (2.354927, -1.572270, -0.804626)  -0.611
H (2.346647, -0.887030, -0.136326)  0.337
H (3.271837, -1.635630, -1.072026)  0.262
O (0.185567, -1.393920, -3.307186)  -0.630
H (-0.277343, -2.006800, -3.878426)  0.299
H (0.532557, -1.939240, -2.601166)  0.266
O (-2.006403, 0.565870, -3.510066)  -0.652
H (-1.791963, 1.414750, -3.123216)  0.333
H (-1.205543, 0.050110, -3.416056)  0.372

Forces on atoms 1 to 2 (eV/Å):
Kr 0.068 0.072 -0.149
O 0.328 0.300 -0.145



(2)
The following is a quantum chemistry calculation of a 12-piece molecular cluster, H26N2O13S overall at a distorted geometry, from the Open Molecules 2025 dataset.

## Properties
- F_max (eV Å⁻¹) = 3.81
- total charge = 0
- spin multiplicity = 1
- energy (eV) = -40847.8725

Last column: Mulliken charge in e.
Geometry (Å):
N (0.335949, -0.038467, 0.596509)  -0.469
H (-0.631071, -0.316527, 0.683989)  0.358
H (1.021499, -0.756987, 0.780499)  0.374
H (0.412789, 0.703063, 1.277929)  0.377
H (0.568299, 0.294393, -0.328321)  0.334
N (-6.270011, 2.200173, -2.115341)  -0.676
H (-7.100681, 1.627053, -2.155541)  0.394
H (-5.501991, 1.809753, -1.588271)  0.376
H (-6.519161, 3.035253, -1.604781)  0.397
H (-5.944381, 2.568183, -2.997751)  0.427
S (-4.947741, -1.520517, 1.823119)  1.146
O (-4.360551, -1.041067, 0.576579)  -0.773
O (-3.834781, -2.004207, 2.656529)  -0.771
O (-5.645871, -0.407467, 2.531489)  -0.767
O (-5.894371, -2.618837, 1.542559)  -0.732
O (4.081659, -1.787237, -1.187661)  -0.638
H (4.407319, -1.562917, -2.059351)  0.314
H (3.555699, -2.575367, -1.323441)  0.330
O (5.919589, 0.474613, 1.611339)  -0.633
H (5.553729, -0.065017, 0.910499)  0.314
H (6.539129, 1.054843, 1.168929)  0.312
O (4.772919, 3.966933, -2.183401)  -0.635
H (5.064589, 4.412453, -2.978801)  0.321
H (4.099209, 3.356743, -2.483401)  0.313
O (0.886399, -4.807687, -1.656631)  -0.645
H (0.967669, -5.670447, -2.063171)  0.312
H (-0.009301, -4.533207, -1.853091)  0.336
O (1.074659, 1.940743, 5.274119)  -0.637
H (0.534659, 2.249483, 6.001659)  0.322
H (1.880489, 1.631313, 5.687789)  0.318
O (-0.021391, 4.782293, 1.495109)  -0.660
H (-0.873741, 4.868613, 1.922059)  0.332
H (0.613479, 4.968493, 2.186859)  0.327
O (4.834859, -2.912387, 3.762179)  -0.633
H (5.449229, -3.450197, 3.262629)  0.316
H (4.869409, -2.053887, 3.340259)  0.316
O (0.767449, 1.319133, -4.011511)  -0.635
H (0.761379, 0.913743, -4.878611)  0.320
H (0.070559, 1.974303, -4.048021)  0.319
O (-3.554581, -4.251547, -2.388551)  -0.631
H (-4.170981, -4.409247, -3.103681)  0.301
H (-3.762011, -3.368357, -2.083301)  0.332

Forces on atoms 1 to 2 (eV/Å):
N 0.291 0.456 0.061
H -0.832 -0.972 -0.227



(3)
The following is a quantum chemistry calculation of a 12-piece molecular cluster, H26NO11 overall at a distorted geometry, from the Open Molecules 2025 dataset.

## Properties
- F_max (eV Å⁻¹) = 1.19
- energy above the lowest of the compared OMol25 structures with the same formula, charge and spin (kJ/mol) = 12.10
- total charge = +1
- spin multiplicity = 1
- energy (eV) = -24430.1268

Last column: Mulliken charge in e.
Geometry (Å):
N (-0.029300, -0.107687, 0.558876)  0.126
H (-0.020040, -0.782237, 1.310546)  0.340
H (0.938490, -0.069687, 0.272456)  0.513
H (-0.439990, 0.764723, 0.859436)  0.232
H (-0.632920, -0.499357, -0.149884)  -0.013
O (1.437310, -2.147367, -1.234504)  -0.623
H (0.501320, -2.218147, -1.421924)  0.271
H (1.681590, -3.011277, -0.902514)  0.281
O (-2.111270, 1.708153, 1.144486)  -0.568
H (-2.884870, 2.042823, 0.690866)  0.283
H (-2.072750, 2.212373, 1.957206)  0.222
O (-1.299370, -2.084257, -1.012874)  -0.600
H (-1.621900, -2.697957, -0.352894)  0.249
H (-1.995850, -1.432877, -1.095604)  0.356
O (-3.183900, -0.342427, -0.968824)  -0.554
H (-3.646660, 0.196593, -0.327314)  0.238
H (-3.772120, -0.375777, -1.723214)  0.277
O (-1.138040, -0.276377, -3.477284)  -0.612
H (-0.463190, -0.110057, -4.135434)  0.315
H (-0.657420, -0.342347, -2.652124)  0.297
O (-0.101030, 0.937453, 3.515886)  -0.592
H (-0.675640, 1.702903, 3.503616)  0.275
H (0.768710, 1.287143, 3.322236)  0.306
O (0.454990, 1.705253, -1.563304)  -0.535
H (0.563570, 2.227433, -0.768454)  0.260
H (1.315680, 1.723333, -1.981764)  0.326
O (2.757120, -0.359197, 1.307066)  -0.633
H (2.592060, -1.269547, 1.552526)  0.297
H (3.436640, -0.411307, 0.634926)  0.285
O (-0.434090, -2.089807, 2.240116)  -0.622
H (-0.758610, -2.990307, 2.244116)  0.268
H (-0.895910, -1.665077, 2.963006)  0.286
O (1.079660, 2.922843, 0.920846)  -0.625
H (1.983100, 3.121643, 0.674856)  0.295
H (0.587860, 3.709113, 0.683926)  0.314
O (2.766880, -0.093457, -2.474274)  -0.593
H (3.636770, -0.058257, -2.076444)  0.295
H (2.333130, -0.826987, -2.038374)  0.364

Forces on atoms 1 to 2 (eV/Å):
N 0.082 0.087 0.051
H -0.362 -0.299 0.472



(4)
The following is a quantum chemistry calculation of H26NeO13 as an isolated structure, from the Open Molecules 2025 dataset.

## Properties
- F_max (eV Å⁻¹) = 0.94
- energy above the lowest of the compared OMol25 structures with the same formula, charge and spin (kJ/mol) = 52.32
- total charge = 0
- spin multiplicity = 1
- energy (eV) = -30549.6832

Last column: Mulliken charge in e.
Geometry (Å):
Ne (-7.699510, 1.374410, -3.507840)  0.005
O (-11.062540, 1.662680, -2.717680)  -0.690
H (-11.267280, 1.881060, -3.626870)  0.281
H (-10.602610, 2.432810, -2.383610)  0.408
O (-10.811730, 1.553030, -5.906700)  -0.683
H (-10.886400, 2.490440, -5.728090)  0.351
H (-10.869010, 1.485000, -6.859760)  0.301
O (-5.941240, 3.204300, -4.767150)  -0.629
H (-6.215810, 2.708900, -5.538780)  0.314
H (-5.461090, 3.952970, -5.120960)  0.239
O (-9.454030, 3.867790, -1.568220)  -0.637
H (-10.281280, 4.099590, -1.146110)  0.292
H (-8.905560, 3.537980, -0.856430)  0.279
O (-5.225770, 1.253440, -2.752610)  -0.629
H (-5.345580, 1.832540, -3.505290)  0.358
H (-4.282590, 1.093360, -2.720720)  0.269
O (-6.050160, 2.309320, -0.214650)  -0.712
H (-5.972940, 1.744950, -0.983900)  0.399
H (-5.149200, 2.431930, 0.084470)  0.297
O (-8.499650, 4.427340, -4.374390)  -0.645
H (-7.817920, 3.815110, -4.651240)  0.401
H (-8.678330, 4.191910, -3.463970)  0.294
O (-9.199350, -0.298210, -1.832220)  -0.635
H (-9.364860, -0.258480, -0.890270)  0.269
H (-9.771680, 0.372430, -2.204940)  0.386
O (-6.554290, -1.260510, -2.788760)  -0.685
H (-6.122780, -0.425380, -2.969280)  0.376
H (-7.485930, -1.044980, -2.746070)  0.310
O (-6.442090, -1.987390, -5.704510)  -0.661
H (-6.559140, -1.633110, -4.823020)  0.385
H (-7.035110, -2.737810, -5.742260)  0.292
O (-9.186390, -2.797790, -3.299000)  -0.628
H (-9.411420, -2.420740, -4.149540)  0.301
H (-9.298400, -2.076660, -2.679600)  0.403
O (-7.803820, 2.313550, -6.750310)  -0.607
H (-7.971450, 3.063430, -7.321110)  0.320
H (-8.673600, 2.014950, -6.484700)  0.300
O (-6.351860, 4.759210, -1.588060)  -0.652
H (-6.208150, 3.966910, -1.070530)  0.394
H (-6.489650, 4.441300, -2.480350)  0.271

Forces on atoms 1 to 2 (eV/Å):
Ne -0.216 0.102 -0.105
O -0.171 -0.330 0.131



Which of these has the highest F_max? H26N2O13S